Entry 1:
A 2-piece molecular cluster, C4H10N2O overall. Source: the OMol25 dataset; level of theory: ωB97M-V with the def2-TZVPD basis set.

Atoms and positions in Å:
N 3.465 -0.455 -0.148
C 2.450 0.279 0.389
N 1.209 0.023 0.256
O 0.842 -0.963 -0.629
H 4.387 -0.060 -0.197
H 3.202 -1.103 -0.875
H 2.709 1.093 1.053
H -0.271 -0.786 -0.476
C -2.199 -0.777 1.013
C -1.504 0.069 0.254
C -2.128 0.974 -0.768
H -3.251 -0.975 0.843
H -1.725 -1.346 1.800
H -0.359 0.380 0.618
H -1.411 1.737 -1.080
H -2.407 0.417 -1.665
H -3.010 1.494 -0.388

Values from the calculation:
HOMO-LUMO gap	9.502	eV
energy above the lowest of the compared OMol25 structures with the same formula, charge and spin	106.3	kcal per mole
spin multiplicity	1

---

Entry 2:
C16H12Cl5F6LuN3O8S2 as an isolated structure. Source: the OMol25 dataset; level of theory: ωB97M-V with the def2-TZVPD basis set.

Atoms and positions in Å:
Lu -0.264 1.484 -0.856
Cl -2.729 5.900 3.618
C -1.668 4.825 2.758
C -0.307 4.841 2.999
Cl 0.370 5.957 4.146
C 0.529 3.951 2.310
Cl 2.240 3.934 2.611
C 0.034 3.031 1.389
O 0.797 2.143 0.775
C -1.373 3.056 1.101
O -1.849 2.245 0.159
C -2.187 3.930 1.811
Cl -3.889 3.898 1.462
F -2.547 -0.403 -4.703
C -2.367 -1.445 -3.913
F -1.970 -2.486 -4.630
F -3.509 -1.742 -3.306
S -1.141 -1.092 -2.610
O -1.710 0.029 -1.868
O -0.973 -2.316 -1.877
N 0.088 -0.720 -3.542
S 1.499 -0.372 -2.946
O 2.409 0.056 -3.951
O 1.415 0.424 -1.713
C 2.207 -1.983 -2.342
F 1.909 -2.211 -1.071
F 1.752 -2.982 -3.081
F 3.530 -1.913 -2.464
N -0.301 -0.407 0.566
C -0.196 -1.236 1.354
N -0.056 -2.224 2.217
C 0.908 -2.122 3.325
C 1.651 -3.458 3.472
C 1.745 -4.154 2.114
C 0.350 -4.593 1.650
C -0.704 -3.518 1.986
H 0.387 -1.851 4.245
H 1.600 -1.316 3.084
H 1.126 -4.108 4.180
H 2.640 -3.268 3.889
H 2.414 -5.014 2.160
H 2.170 -3.457 1.388
H 0.071 -5.523 2.151
H 0.358 -4.790 0.577
H -1.262 -3.781 2.887
H -1.422 -3.394 1.180
Cl 1.057 4.837 -4.539
C -0.447 4.509 -3.611
C -0.211 3.368 -2.639
O -0.497 2.193 -3.007
O 0.246 3.615 -1.498
H -1.217 4.240 -4.325
H -0.702 5.411 -3.068

Values from the calculation:
HOMO-LUMO gap	6.701	eV
energy above the lowest of the compared OMol25 structures with the same formula, charge and spin	5.5	kcal per mole
spin multiplicity	1
charge	-1

---

Entry 3:
A 3-piece molecular cluster, C31H62BrF7NO16P4S overall. Source: the OMol25 dataset; level of theory: ωB97M-V with the def2-TZVPD basis set.

Atoms and positions in Å:
C -1.099 4.519 -4.228
C 0.269 5.140 -4.853
C 1.448 3.999 -5.097
C 2.071 3.614 -3.604
C 2.852 2.224 -3.802
C 3.247 1.381 -2.420
P 3.332 2.425 -0.846
O 1.861 3.248 -0.451
Br 4.815 4.136 -1.326
O 4.621 1.092 -2.739
C 5.346 0.098 -2.042
C 6.454 0.986 -1.167
C 6.317 -0.438 -3.292
C 5.494 -0.795 -4.650
C 6.553 -1.251 -5.846
C 6.345 -0.283 -7.147
C 7.817 0.011 -7.800
C 4.591 -1.068 -1.210
O 5.126 -2.271 -1.921
S 5.288 -1.392 0.513
O 4.735 -2.689 1.185
O 5.209 -0.224 1.505
C 7.138 -1.807 0.549
F 7.438 -2.982 1.406
F 7.774 -2.064 -0.709
F 7.900 -0.713 1.204
N 3.036 -1.046 -1.274
C 2.541 -2.498 -1.456
C 2.393 -3.122 -2.924
O 3.188 -4.139 -3.230
F 1.425 -2.801 -3.963
P 2.315 -0.687 0.333
O 1.135 0.480 0.496
O 1.897 -1.978 1.346
C 2.513 -0.095 -2.339
C 0.947 0.049 -2.585
F 0.366 1.371 -2.204
F 0.513 -0.072 -4.007
F 0.010 -0.841 -1.912
H -1.680 5.416 -3.724
H -1.732 4.009 -5.067
H -0.940 3.739 -3.377
H -0.007 5.512 -5.939
H 0.665 6.083 -4.294
H 0.878 3.088 -5.578
H 2.246 4.430 -5.818
H 2.743 4.545 -3.340
H 1.167 3.645 -2.897
H 3.820 2.546 -4.406
H 2.269 1.583 -4.573
H 1.990 4.229 -0.334
H 7.456 0.433 -1.011
H 6.730 1.888 -1.883
H 5.997 1.489 -0.233
H 6.900 0.554 -3.582
H 7.144 -1.168 -2.983
H 4.836 -1.751 -4.449
H 4.882 0.079 -5.102
H 7.657 -1.281 -5.452
H 6.278 -2.339 -6.196
H 5.870 0.750 -6.912
H 5.666 -0.822 -7.923
H 8.626 -0.670 -7.306
H 8.097 1.128 -7.610
H 7.731 -0.258 -8.938
H 5.367 -2.985 -1.279
H 3.117 -3.252 -0.751
H 1.436 -2.635 -1.045
H 1.209 1.063 1.312
H 0.927 -1.972 1.644
H 2.937 -0.538 -3.359
O -0.800 -2.038 4.237
P -0.973 -1.714 5.739
O -1.181 -3.296 6.174
C 0.000 -4.064 6.365
C 0.774 -3.612 7.591
O -2.555 -1.224 5.510
C -3.003 -0.804 4.223
C -3.540 -1.980 3.411
O -1.144 -1.336 7.412
C -2.421 -1.333 8.060
C -3.239 -2.613 7.954
H 0.626 -4.008 5.469
H -0.307 -5.106 6.493
H 1.161 -2.596 7.459
H 1.624 -4.273 7.782
H 0.130 -3.600 8.475
H -2.204 -0.277 3.686
H -3.806 -0.073 4.372
H -2.900 -2.863 3.465
H -3.664 -1.703 2.362
H -4.513 -2.291 3.805
H -3.001 -0.471 7.711
H -2.224 -1.152 9.122
H -3.526 -2.851 6.926
H -4.170 -2.519 8.520
H -2.680 -3.471 8.338
O -8.109 -0.617 3.235
P -8.255 -0.173 1.764
O -7.273 1.149 1.934
C -5.875 0.917 1.839
C -5.462 0.531 0.430
O -9.763 0.490 2.047
C -10.541 0.065 3.165
C -10.243 0.907 4.402
O -8.418 0.276 0.107
C -9.261 1.358 -0.303
C -9.001 2.708 0.351
H -5.579 0.144 2.556
H -5.372 1.846 2.123
H -5.890 -0.436 0.147
H -4.374 0.453 0.349
H -5.819 1.268 -0.296
H -10.389 -1.004 3.360
H -11.598 0.180 2.896
H -9.175 1.072 4.557
H -10.659 0.442 5.298
H -10.687 1.903 4.290
H -10.310 1.063 -0.183
H -9.104 1.475 -1.380
H -9.180 2.700 1.430
H -9.666 3.469 -0.066
H -7.965 3.025 0.201

Values from the calculation:
HOMO-LUMO gap	6.327	eV
spin multiplicity	1
charge	+1

---

Number 1: electronic energy -343.03205 Eh. Number 2: electronic energy -6315.47590 Eh. Number 3: electronic energy -7512.77534 Eh.